# 1
59
Properties=species:S:1:pos:R:3 method="wB97M-V/def2-TZVPD" charge=-1 homo_lumo_gap_ev="5.4 / 6.0" de_lowest_kcal_mol=2.2 mol_weight_g_mol=714.49 lumo_energy_ev="2.68 / 0.66" homo_ev="-2.74 / -5.33" spin_multiplicity=3
Pt -0.77 0.65 0.00
Cl -3.81 6.63 0.01
C -2.55 5.45 -0.16
C -2.87 4.15 -0.46
C -1.86 3.17 -0.52
N -2.09 1.88 -0.84
C -3.34 1.34 -1.18
O -4.21 1.94 -1.81
C -3.48 0.00 -0.66
C -4.69 -0.70 -0.82
C -4.91 -1.86 -0.14
C -3.91 -2.31 0.76
C -2.72 -1.62 0.84
N -2.44 -0.52 0.12
C -0.50 3.50 -0.20
C -0.20 4.86 -0.01
C -1.21 5.81 0.02
Cl -0.78 7.46 0.32
N 0.40 2.44 -0.11
C 1.73 2.76 0.00
O 2.15 3.90 0.18
C 2.82 1.72 -0.13
C 4.13 2.21 0.04
C 5.20 1.34 -0.03
C 4.94 0.00 -0.24
C 3.62 -0.39 -0.41
N 2.58 0.45 -0.39
H -3.89 3.86 -0.65
H -5.42 -0.26 -1.49
H -5.85 -2.40 -0.24
H -4.06 -3.18 1.37
H -1.96 -1.95 1.53
H 0.81 5.16 0.16
H 4.25 3.26 0.23
H 6.22 1.70 0.08
H 5.73 -0.74 -0.26
H 3.38 -1.43 -0.54
C 1.16 -4.65 -1.15
N 0.76 -3.32 -1.50
C 1.57 -2.70 -2.51
C -0.08 -2.52 -0.63
C 0.40 -2.05 0.76
C 0.96 -2.96 1.65
C 1.26 -2.59 2.95
C 0.96 -1.31 3.39
C 0.40 -0.40 2.51
C 0.14 -0.73 1.18
H 1.22 -5.25 -2.06
H 0.42 -5.10 -0.49
H 2.15 -4.70 -0.66
H 1.42 -3.21 -3.47
H 2.65 -2.73 -2.29
H 1.28 -1.65 -2.64
H -1.00 -3.09 -0.46
H -0.35 -1.62 -1.18
H 1.16 -3.97 1.33
H 1.71 -3.31 3.63
H 1.15 -1.03 4.42
H 0.17 0.60 2.86

# 2
15
Properties=species:S:1:pos:R:3 method="wB97M-V/def2-TZVPD" homo_lumo_gap_ev=7.4 de_lowest_kcal_mol=109.6 mol_weight_g_mol=74.12 lumo_energy_ev=-0.19 homo_ev=-7.56
C 0.39 1.31 -1.34
C 0.57 0.72 0.04
C -0.41 -0.15 0.56
C -0.29 -0.61 1.97
H 1.39 1.53 -1.71
H -0.09 0.54 -1.95
H -0.15 2.25 -1.27
H 1.11 1.27 0.80
H -1.19 -0.49 -0.13
H -0.80 -1.56 2.15
H 0.74 -0.89 2.22
H -0.51 0.17 2.70
H 0.60 -0.53 -0.18
H -0.81 -2.10 -2.24
O -0.55 -1.45 -1.59

# 3
20
Properties=species:S:1:pos:R:3 method="wB97M-V/def2-TZVPD" homo_lumo_gap_ev="8.2 / 8.4" de_lowest_kcal_mol=91.9 mol_weight_g_mol=99.18 lumo_energy_ev="0.15 / 0.13" homo_ev="-8.01 / -8.25"
C -0.98 0.18 -0.70
C -1.52 -0.66 -1.86
C 0.32 -0.39 -0.08
C 0.28 -1.77 0.32
H -0.80 1.19 -1.06
H -1.74 0.26 0.08
H 1.17 -0.13 -0.88
H -0.76 -0.81 -2.63
H -2.38 -0.17 -2.32
H -1.85 -1.64 -1.51
H 0.64 -2.08 1.29
H -0.14 -2.54 -0.31
N 0.33 0.86 2.22
C 1.02 0.48 0.99
C 1.59 1.62 0.26
H 0.05 0.05 2.76
H -0.49 1.42 2.02
H 1.86 -0.18 1.33
H 1.25 1.93 -0.72
H 2.15 2.36 0.82

# 4
24
Properties=species:S:1:pos:R:3 method="wB97M-V/def2-TZVPD" homo_lumo_gap_ev="8.5 / 6.8" de_lowest_kcal_mol=41.4 mol_weight_g_mol=184.26 lumo_energy_ev="0.62 / -2.21" homo_ev="-7.89 / -9.03" spin_multiplicity=3
C 1.41 0.95 0.59
C 0.06 -0.37 -1.92
C 2.51 0.32 0.37
C 0.05 0.71 0.37
C -0.50 0.36 -0.92
C -0.92 0.92 1.41
C -1.89 0.90 -1.23
C -0.50 1.31 2.84
C 0.65 -2.77 -0.76
O -2.11 0.65 1.38
O 1.74 -1.91 -3.04
S 1.50 -1.39 -1.66
H 1.33 1.90 1.21
H -0.25 -0.65 -2.91
H 3.44 0.56 0.19
H -2.61 0.20 -0.97
H -1.89 1.35 -2.13
H -2.14 1.76 -0.65
H -0.82 0.53 3.54
H -0.98 2.28 3.12
H 0.59 1.28 2.87
H -0.27 -3.04 -1.16
H 1.29 -3.51 -0.77
H 0.30 -2.33 0.21

# 5
11
Properties=species:S:1:pos:R:3 method="wB97M-V/def2-TZVPD" homo_lumo_gap_ev="6.5 / 9.3" de_lowest_kcal_mol=92.2 mol_weight_g_mol=91.54 lumo_energy_ev="-0.52 / 0.27" homo_ev="-7.07 / -9.06"
C 0.92 -0.11 -0.23
C 1.02 1.26 -0.70
C -1.80 -1.98 -0.18
N 1.49 -0.88 0.56
Cl -0.62 -3.11 0.51
H 0.55 1.90 -0.04
H 2.09 1.57 -0.86
H 0.51 1.26 -1.69
H -2.42 -1.59 0.62
H -1.15 -1.23 -0.88
H 1.17 -1.83 0.84

# 6
6
Properties=species:S:1:pos:R:3 method="wB97M-V/def2-TZVPD" homo_lumo_gap_ev=11.8 de_lowest_kcal_mol=5.5 mol_weight_g_mol=36.03 lumo_energy_ev=0.85 homo_ev=-10.91
O 0.51 0.33 -1.35
H 1.43 0.46 -1.10
H 0.28 -0.49 -0.88
O -0.48 -0.26 1.27
H -1.07 -1.04 1.19
H -0.93 0.55 1.45

# 7
18
Properties=species:S:1:pos:R:3 method="wB97M-V/def2-TZVPD" charge=+1 homo_lumo_gap_ev=9.2 de_lowest_kcal_mol=37.8 mol_weight_g_mol=186.18 lumo_energy_ev=-4.81 homo_ev=-14.02
C -0.13 -2.26 0.78
C -0.15 0.38 -0.30
C 1.79 1.79 -0.72
C -1.61 0.42 0.17
N 0.22 -1.25 1.46
N -0.15 -2.21 -0.61
N 0.47 1.54 -0.30
F -1.92 0.78 1.46
F -2.16 1.40 -0.54
F -2.24 -0.71 -0.18
S 0.49 -0.90 -1.31
H -0.74 -3.14 1.20
H 2.52 1.06 -0.49
H 2.00 1.97 -1.74
H 2.05 2.76 -0.22
H 0.41 -1.26 2.41
H -0.89 -2.74 -1.10
H 0.02 2.37 0.01

# 8
12
Properties=species:S:1:pos:R:3 method="wB97M-V/def2-TZVPD" charge=+1 homo_lumo_gap_ev="7.7 / 6.2" de_lowest_kcal_mol=16.6 mol_weight_g_mol=150.17 lumo_energy_ev="-4.10 / -5.52" homo_ev="-11.78 / -11.76" spin_multiplicity=2
C -1.23 0.05 -0.60
C -2.36 -0.21 -0.03
O -3.29 -0.23 0.68
C -0.33 0.90 -1.42
C 0.27 -0.36 -0.91
O 1.16 -0.33 0.16
C 0.76 -0.97 1.45
O 1.57 -1.04 2.31
K 3.48 0.60 3.39
H -0.55 0.94 -2.49
H 0.00 1.84 -0.96
H 0.51 -1.19 -1.57